Record 1
Molecular formula: C36H33Co2NO5P
Method: DFT, ωB97M-V/def2-TZVPD

Values from the calculation:
* charge: +1
* HOMO-LUMO gap: 0.153 hartree
* ΔE to the lowest compared entry with this formula, charge and spin: 2.053 eV
* HOMO level: -9.94 eV

Structure (XYZ):
```
78
Properties=species:S:1:pos:R:3:lowdin_charge:R:1
O -0.89928 -1.23942 3.31325 0.16
C -0.94992 -2.13108 2.56180 -0.08
Co -1.06963 -3.47999 1.44520 0.28
C -0.18531 -4.74745 2.26736 -0.07
O 0.42344 -5.57400 2.80710 0.20
C -2.72308 -3.99560 1.70003 -0.07
O -3.82520 -4.32547 1.84156 0.19
C -1.00516 -2.70826 -0.42923 -0.25
C -1.55191 -1.40043 -0.38135 -0.33
C -2.80594 -0.90561 -0.49416 -0.09
C -3.27496 0.39951 -0.11444 -0.25
C -4.66437 0.63969 -0.22301 -0.04
C -5.19630 1.81876 0.27084 -0.08
C -4.35640 2.79662 0.83236 -0.08
C -2.97073 2.59790 0.87144 -0.07
C -2.42482 1.40974 0.38767 -0.03
Co 0.22712 -1.44608 -0.19345 0.06
C 0.62434 -0.04757 0.80248 -0.12
O 1.01928 0.84377 1.44314 0.16
C 1.62629 -2.44256 0.14442 -0.14
O 2.55177 -3.11968 0.30984 0.17
P 0.90419 -0.72851 -2.18169 1.15
C 1.56017 0.98907 -2.11381 -0.33
C 1.01111 2.03914 -2.86702 -0.06
C 1.47794 3.34534 -2.69727 -0.06
C 2.50768 3.61085 -1.79043 -0.06
C 3.08092 2.56760 -1.05571 -0.06
C 2.62318 1.25984 -1.23075 -0.13
C 2.31053 -1.69777 -2.87357 -0.34
C 3.49561 -1.10606 -3.34130 -0.06
C 4.53034 -1.90541 -3.83771 -0.06
C 4.38270 -3.29348 -3.89632 -0.06
C 3.19801 -3.88803 -3.45113 -0.06
C 2.17526 -3.09719 -2.92379 -0.12
C -0.32284 -0.69038 -3.55930 -0.31
C -0.19776 -1.47121 -4.72462 -0.07
C -1.23955 -1.53520 -5.65321 -0.07
C -2.41153 -0.80185 -5.44759 -0.06
C -2.54237 -0.00093 -4.30712 -0.06
C -1.48906 0.08116 -3.39613 -0.11
H -1.18906 -3.38409 -1.26484 0.09
H -3.54275 -1.57800 -0.97314 0.13
H -5.27141 -0.12043 -0.71644 0.11
H -6.26556 1.98680 0.20432 0.10
H -4.78986 3.71039 1.24563 0.11
H -2.30497 3.36179 1.27591 0.11
H -1.34971 1.23589 0.37762 0.07
H 0.22574 1.83547 -3.59444 0.10
H 1.03486 4.15171 -3.28758 0.12
H 2.86787 4.63228 -1.65756 0.11
H 3.88966 2.76607 -0.34567 0.12
H 3.11921 0.43835 -0.70429 0.11
H 3.61180 -0.02197 -3.32204 0.11
H 5.45165 -1.43434 -4.18848 0.12
H 5.18966 -3.91527 -4.28821 0.11
H 3.06321 -4.97048 -3.51150 0.11
H 1.25370 -3.56649 -2.56858 0.11
H 0.72117 -2.02603 -4.90274 0.10
H -1.13451 -2.16363 -6.54366 0.11
H -3.22590 -0.85761 -6.17288 0.11
H -3.46675 0.55919 -4.12230 0.12
H -1.57408 0.76077 -2.54216 0.11
C -0.31659 3.15294 5.76430 -0.07
C 0.58494 1.92777 5.68930 -0.70
C 2.03411 2.37962 5.57189 -0.06
C 0.49255 1.21400 7.04087 -0.07
N 0.16433 1.12241 4.53947 0.05
H -1.35184 2.87904 5.97637 0.08
H 0.01882 3.82045 6.56497 0.08
H -0.31984 3.72593 4.83474 0.08
H 2.72710 1.54287 5.69437 0.08
H 2.27114 2.87502 4.62762 0.08
H 2.24324 3.09270 6.37881 0.09
H 1.18821 0.37014 7.08789 0.08
H 0.75799 1.93274 7.82690 0.09
H -0.51531 0.83546 7.23593 0.08
H 0.83839 0.40232 4.27921 0.06
H -0.75498 0.70648 4.67603 0.06
```

---

Record 2
Molecular formula: C36H33F3N3O3SZn
Method: DFT, ωB97M-V/def2-TZVPD

Values from the calculation:
* charge: -1
* HOMO-LUMO gap: 0.283 hartree
* ΔE to the lowest compared entry with this formula, charge and spin: 0.455 eV
* HOMO level: -5.23 eV

Structure (XYZ):
```
80
Properties=species:S:1:pos:R:3:lowdin_charge:R:1
Zn -1.22799 -1.45439 0.62176 0.49
C 1.25459 1.71519 4.71975 -0.08
C 0.93435 2.46410 3.36286 -0.28
N 1.51879 1.88063 2.17421 -0.12
C 2.78110 2.48133 1.59368 -0.14
C 3.94887 1.55479 1.94834 -0.07
C 0.93653 0.81986 1.56505 -0.69
S -0.53220 0.21344 2.21381 0.75
N 1.59683 0.45104 0.45312 0.11
C 1.47913 -0.68709 -0.12684 -0.46
O 0.76781 -1.67152 0.18068 -0.08
C 2.49235 -0.90801 -1.24666 -0.12
C 2.42148 -2.04917 -2.01272 -0.02
C 3.33889 -2.28281 -3.03156 -0.08
C 4.23851 -1.29492 -3.34097 -0.11
C 4.31761 -0.13737 -2.57200 -0.10
C 3.43074 0.06697 -1.54945 -0.04
H 0.64129 2.19473 5.59355 0.10
H 2.28494 1.91454 5.00728 0.05
H 1.01334 0.67283 4.60088 0.03
H 1.33703 3.48833 3.35380 0.10
H -0.19939 2.47723 3.29047 0.08
H 2.92043 3.40636 2.05276 0.08
H 2.72467 2.57567 0.51486 0.10
H 4.23719 1.58303 2.97925 0.07
H 4.78436 1.70165 1.37538 0.04
H 3.75769 0.53733 1.71877 0.06
H 1.73402 -2.82714 -1.74179 0.12
H 3.37108 -3.20753 -3.53404 0.09
H 4.93984 -1.42477 -4.20454 0.11
H 5.03726 0.67456 -2.76628 0.11
H 3.50115 0.93912 -0.91870 0.09
F -4.49197 -10.28665 3.05000 0.12
C -4.55390 -9.18468 3.82235 -0.55
F -3.79252 -9.47073 4.92994 0.10
F -5.83142 -9.06292 4.28429 0.12
C -4.01505 -7.98085 3.12326 -0.16
C -3.95481 -6.84901 3.93221 -0.02
C -3.59441 -5.57844 3.45326 -0.02
C -3.12968 -5.45569 2.14382 -0.26
C -3.22210 -6.61657 1.34356 -0.03
C -3.70989 -7.83696 1.78752 -0.03
C -2.51546 -4.24790 1.63933 -0.16
C -2.01615 -3.19212 1.27389 -0.04
H -4.20585 -7.03234 4.99768 0.13
H -3.71416 -4.66005 4.07734 0.13
H -3.05081 -6.48154 0.25860 0.13
H -3.77267 -8.64027 1.05049 0.12
C -0.99943 6.94298 -1.89917 -0.07
C -1.00167 5.63542 -1.13709 -0.24
C -0.61942 5.70540 0.20430 -0.05
C -0.60807 4.48493 0.95489 -0.05
C -0.78714 3.28311 0.26601 -0.02
C -1.14720 3.23777 -1.05352 -0.25
N -1.29643 2.00172 -1.66782 0.10
C -0.33375 1.46040 -2.54513 -0.16
C 0.71977 2.24073 -2.99945 -0.06
C 1.49605 1.81799 -4.02136 -0.12
C 1.38559 0.53170 -4.52377 -0.09
C 0.44077 -0.31536 -3.90487 -0.04
C -0.42926 0.11670 -2.95662 -0.10
C -1.21038 -0.92226 -2.24531 -0.55
O -1.38643 -1.98519 -2.77858 0.07
O -1.64538 -0.52715 -1.02415 -0.21
C -1.23890 4.40927 -1.80390 -0.16
C -1.60911 4.36520 -3.27344 -0.03
H -0.33462 7.72319 -1.38044 0.10
H -1.99787 7.37721 -2.06253 0.08
H -0.58193 6.87044 -2.87930 0.05
H -0.39633 6.70344 0.59709 0.10
H -0.57932 4.52872 2.03059 0.08
H -0.84826 2.34029 0.79208 0.05
H -1.73955 1.33034 -1.05300 0.11
H 0.83713 3.22449 -2.51489 0.12
H 2.24469 2.50467 -4.40104 0.10
H 2.13707 0.07021 -5.24416 0.12
H 0.44310 -1.41524 -4.05894 0.13
H -0.73359 4.33109 -3.93479 0.09
H -2.24545 5.17413 -3.51005 0.06
H -2.14612 3.46239 -3.41391 0.07
```

---

Record 3
Molecular formula: C36H33N3O2P2Sn
Method: DFT, ωB97M-V/def2-TZVPD

Values from the calculation:
* charge: +2
* HOMO-LUMO gap: 0.135 hartree
* HOMO level: -11.55 eV

Structure (XYZ):
```
77
Properties=species:S:1:pos:R:3:lowdin_charge:R:1
Sn 0.72696 -2.03503 -0.15230 1.52
O -1.82385 -7.50197 3.54707 -0.06
C -2.01445 -6.22667 4.15339 -0.18
C -1.49059 -5.23722 3.16727 -0.09
C -0.87622 -4.01433 3.60223 0.04
C -0.39033 -3.13903 2.67476 -0.12
N -0.36398 -3.36577 1.36106 -0.08
C -0.72327 -4.63562 0.92729 -0.19
C -1.35893 -5.52311 1.78940 0.09
C -0.28999 -5.03102 -0.38475 -0.21
C -0.31951 -6.35879 -0.86931 0.09
C -0.05370 -6.59357 -2.20871 -0.13
C -0.17685 -7.99993 -2.73978 -0.20
O -0.69124 -8.82529 -1.73479 -0.04
C 0.33664 -5.50917 -3.03414 0.03
C 0.33468 -4.26198 -2.50697 -0.11
N 0.03460 -4.00357 -1.19751 -0.10
H -1.92686 -8.22857 4.20140 0.13
H -1.48452 -6.21694 5.14162 0.15
H -3.08927 -6.03526 4.36030 0.15
H -0.77837 -3.79096 4.64305 0.13
H -0.19355 -2.11994 3.06876 0.11
H -1.70907 -6.48273 1.38650 0.14
H -0.58559 -7.18556 -0.14943 0.15
H 0.87699 -8.29436 -3.10133 0.17
H -0.88484 -8.02536 -3.63891 0.17
H -0.98835 -9.68532 -2.01518 0.11
H 0.58888 -5.63019 -4.08014 0.14
H 0.66583 -3.39769 -3.08891 0.12
N 0.28029 4.32401 0.06578 -0.43
P -1.38940 3.99020 0.03325 0.95
C -1.97723 5.30841 -1.11472 -0.37
C -3.09119 5.09432 -1.95089 -0.09
C -3.78337 6.19031 -2.50311 -0.08
C -3.21172 7.42099 -2.47337 -0.07
C -2.08565 7.63842 -1.65355 -0.07
C -1.56520 6.62377 -0.90413 -0.13
C -1.41632 2.53648 -1.00584 -0.43
C -1.28434 2.61023 -2.40720 -0.07
C -1.23485 1.42644 -3.15745 -0.03
C -1.46135 0.15641 -2.54098 -0.09
C -1.65649 0.10751 -1.19099 -0.18
C -1.60544 1.28824 -0.43186 -0.12
P 1.47734 3.11584 -0.29404 0.99
C 3.01602 4.06681 0.02846 -0.38
C 3.24778 4.92217 1.11807 -0.09
C 4.45408 5.62594 1.22170 -0.07
C 5.43893 5.43218 0.26024 -0.07
C 5.25831 4.53699 -0.79856 -0.07
C 4.06466 3.80447 -0.85799 -0.12
C 1.36430 2.07272 1.19193 -0.37
C 0.59180 2.34758 2.34487 -0.08
C 0.56797 1.38701 3.32487 -0.07
C 1.21182 0.14451 3.18114 -0.12
C 2.03687 -0.09519 2.11257 -0.20
C 2.15398 0.92722 1.13546 -0.16
H 0.68096 5.26256 0.23824 0.06
H -3.36673 4.06453 -2.16300 0.09
H -4.70685 6.00504 -2.98168 0.10
H -3.68120 8.12661 -3.13061 0.11
H -1.64978 8.62627 -1.49001 0.12
H -0.87600 6.86956 -0.11908 0.09
H -1.11632 3.55671 -2.87650 0.11
H -1.03807 1.48080 -4.20562 0.10
H -1.45691 -0.68162 -3.21681 0.10
H -1.83251 -0.85969 -0.66866 0.07
H -1.62095 1.15171 0.67293 0.11
H 2.46126 5.02836 1.90468 0.12
H 4.55162 6.29109 2.03689 0.10
H 6.31980 6.09943 0.30254 0.12
H 6.05902 4.30696 -1.48406 0.10
H 4.02023 3.03337 -1.61455 0.09
H 0.03421 3.28615 2.44431 0.09
H -0.06014 1.57812 4.20599 0.12
H 1.04448 -0.63976 3.92507 0.10
H 2.68440 -0.95772 2.06482 0.09
H 2.79667 0.72251 0.29952 0.09
```

---

Question: Among the records above, which one has the lowest charge?
Answer: C36H33F3N3O3SZn

---

Question: Among the records above, which one has the lowest charge?
Answer: C36H33F3N3O3SZn